No. 1
Molecular formula: C26H79N11O11
Method: DFT, wB97M-V/def2-TZVPD

Geometry (Å):
C: 4.356 -5.829 -2.436
O: 3.489 -6.281 -3.441
C: 4.070 -7.393 -4.121
C: 3.190 -7.614 -5.341
C: 1.722 -7.859 -4.959
N: 3.714 -8.764 -6.069
H: 4.802 -6.695 -1.948
H: 3.964 -5.204 -1.634
H: 5.127 -5.183 -2.856
H: 5.153 -7.319 -4.213
H: 4.059 -8.228 -3.421
H: 3.275 -6.653 -5.848
H: 1.506 -8.866 -4.601
H: 0.913 -7.756 -5.681
H: 1.283 -7.194 -4.215
H: 4.704 -8.605 -6.191
H: 3.583 -9.602 -5.521
C: 3.311 0.262 -4.762
O: 4.157 0.990 -3.963
C: 5.535 0.459 -4.031
C: 6.284 1.205 -2.852
C: 6.129 2.758 -2.761
N: 7.703 0.926 -2.943
H: 2.315 0.698 -4.690
H: 3.065 -0.758 -4.465
H: 3.451 0.214 -5.842
H: 5.765 -0.607 -4.024
H: 5.742 0.797 -5.047
H: 5.897 0.840 -1.901
H: 6.976 3.267 -2.301
H: 5.224 3.058 -2.233
H: 6.049 3.151 -3.775
H: 7.929 -0.033 -2.724
H: 8.141 1.276 -2.103
C: -4.647 1.199 -0.363
O: -3.196 1.378 -0.033
C: -2.356 0.316 -0.087
C: -0.851 0.786 0.220
C: 0.104 -0.397 0.157
N: -0.806 1.458 1.530
H: -5.323 1.090 0.486
H: -4.737 0.437 -1.136
H: -4.917 2.098 -0.917
H: -2.497 -0.425 0.699
H: -2.426 -0.244 -1.020
H: -0.551 1.659 -0.360
H: 1.053 0.102 -0.036
H: -0.030 -1.036 -0.716
H: 0.231 -0.917 1.106
H: -1.451 2.218 1.693
H: -1.049 0.765 2.223
C: -3.014 -2.516 -5.938
O: -3.501 -1.205 -5.861
C: -4.527 -0.939 -6.864
C: -4.497 0.671 -7.133
C: -4.821 1.431 -5.830
N: -5.590 1.081 -8.068
H: -2.183 -2.650 -5.246
H: -2.804 -2.802 -6.968
H: -3.860 -3.098 -5.570
H: -4.228 -1.414 -7.799
H: -5.408 -1.471 -6.506
H: -3.530 0.986 -7.527
H: -4.624 2.484 -6.027
H: -4.132 1.167 -5.028
H: -5.881 1.463 -5.574
H: -5.356 0.926 -9.039
H: -6.422 0.530 -7.912
C: 1.602 -0.199 7.850
O: 0.722 -1.314 7.997
C: 0.908 -2.293 6.876
C: 0.839 -3.753 7.529
C: 1.593 -3.811 8.822
N: 1.403 -4.724 6.563
H: 1.481 0.326 6.902
H: 2.626 -0.561 7.950
H: 1.398 0.449 8.703
H: 0.045 -2.220 6.213
H: 1.873 -2.133 6.396
H: -0.204 -4.031 7.681
H: 1.403 -4.789 9.266
H: 1.187 -3.060 9.500
H: 2.630 -3.580 8.578
H: 1.281 -5.634 6.984
H: 1.051 -4.751 5.617
N: 2.748 5.982 1.389
C: 3.206 6.643 2.449
N: 3.845 7.778 2.190
O: 3.037 6.251 3.554
H: 2.210 5.144 1.556
H: 2.817 6.478 0.511
H: 4.109 8.043 1.252
H: 4.346 8.127 2.994
N: 6.446 1.317 3.291
C: 6.765 1.510 4.592
N: 6.876 2.771 4.752
O: 7.234 0.623 5.253
H: 5.719 1.940 2.969
H: 6.397 0.317 3.160
H: 6.609 3.357 3.974
H: 7.341 3.056 5.602
N: -1.552 5.741 6.420
C: -2.406 5.780 5.447
N: -1.891 5.980 4.286
O: -3.562 5.733 5.724
H: -1.750 5.555 7.393
H: -0.585 5.914 6.182
H: -2.487 6.144 3.487
H: -0.899 6.168 4.237
C: -4.882 7.028 -1.232
O: -3.782 6.211 -0.824
H: -4.666 8.096 -1.197
H: -5.266 6.751 -2.214
H: -5.569 6.969 -0.388
H: -3.971 5.290 -1.020
C: -11.276 2.990 4.357
O: -9.983 2.746 3.750
H: -11.626 2.123 4.918
H: -11.165 3.855 5.010
H: -12.046 3.155 3.603
H: -9.676 3.614 3.478
C: -5.998 -4.368 0.189
O: -6.693 -5.524 0.205
H: -5.964 -3.967 1.202
H: -4.991 -4.565 -0.179
H: -6.520 -3.671 -0.466
H: -7.098 -5.596 1.072

## Properties
Max |F|: 5.672 eV/Å
ΔE to the lowest compared entry with this formula, charge and spin: 479.42 kJ/mol
SMILES: COC[C@H](C)N.COC[C@H](C)N.COC[C@H](C)N.COC[C@H](C)N.COC[C@H](C)N.NC(N)=O.NC(N)=O.NC(N)=O.CO.CO.CO
Kohn-Sham gap: 9.04 eV
Calculated total energy: -2467.7081 a.u.

=====

No. 2
Molecular formula: C26H84N24O14
Method: DFT, wB97M-V/def2-TZVPD

Geometry (Å):
C: -1.411 2.751 -1.469
O: -0.537 3.488 -1.984
N: -1.629 1.485 -1.871
N: -2.280 3.188 -0.536
H: -1.193 1.151 -2.738
H: -2.356 0.994 -1.382
H: -2.874 2.553 -0.028
H: -2.066 4.116 -0.160
C: -4.541 -0.591 0.329
O: -4.018 0.518 0.549
N: -4.429 -1.627 1.185
N: -5.440 -0.790 -0.674
H: -3.715 -1.461 1.883
H: -4.691 -2.544 0.873
H: -5.524 0.111 -1.133
H: -6.300 -1.259 -0.443
C: -2.902 -1.263 4.319
O: -2.619 -2.297 3.684
N: -1.887 -0.553 4.843
N: -4.178 -0.854 4.517
H: -2.201 0.260 5.346
H: -0.941 -0.822 4.590
H: -4.878 -1.411 4.062
H: -4.370 0.026 4.958
C: 2.907 4.434 -1.259
O: 4.044 4.630 -0.837
N: 2.326 5.225 -2.216
N: 2.045 3.506 -0.790
H: 2.858 5.630 -2.963
H: 1.335 5.090 -2.341
H: 2.388 2.950 -0.021
H: 1.063 3.499 -1.058
C: 1.914 4.183 5.048
O: 1.670 4.208 6.246
N: 1.086 4.547 4.032
N: 3.095 3.782 4.517
H: 1.287 4.368 3.072
H: 0.241 4.920 4.444
H: 3.382 3.827 3.559
H: 3.693 3.298 5.169
C: -1.530 -6.879 -0.703
O: -1.029 -7.505 -1.635
N: -0.955 -6.847 0.541
N: -2.674 -6.187 -0.806
H: -0.024 -7.207 0.632
H: -1.445 -6.415 1.302
H: -3.107 -5.988 0.077
H: -3.046 -6.034 -1.724
C: 2.712 -0.121 -1.450
O: 3.218 0.226 -0.371
N: 2.094 0.708 -2.319
N: 2.748 -1.419 -1.836
H: 1.731 0.374 -3.188
H: 1.838 1.632 -2.002
H: 2.026 -1.604 -2.508
H: 3.311 -2.058 -1.307
C: 1.171 -0.333 5.810
O: 0.923 -0.325 7.004
N: 1.626 0.683 5.032
N: 1.032 -1.472 5.058
H: 1.722 0.608 4.034
H: 1.528 1.617 5.410
H: 1.476 -1.569 4.159
H: 0.936 -2.302 5.624
C: 4.797 -0.959 3.243
O: 5.764 -1.273 3.947
N: 4.638 -1.285 1.954
N: 3.760 -0.228 3.699
H: 5.312 -1.940 1.601
H: 3.940 -0.807 1.405
H: 3.839 0.176 4.614
H: 3.015 -0.067 3.029
C: 1.059 -4.253 2.992
O: 1.917 -4.251 2.099
N: 1.145 -4.960 4.147
N: -0.182 -3.769 2.755
H: 2.018 -5.423 4.333
H: 0.440 -4.812 4.842
H: -0.508 -3.256 1.949
H: -0.769 -3.644 3.565
C: 0.080 1.503 1.644
C: 0.091 0.007 1.725
C: -0.445 -0.726 0.489
O: -0.793 -2.075 0.685
C: -1.274 -2.645 -0.497
N: 1.358 -0.590 2.145
H: -0.940 1.882 1.616
H: 0.554 1.825 0.709
H: 0.674 1.931 2.452
H: -0.678 -0.174 2.489
H: 0.287 -0.622 -0.325
H: -1.341 -0.270 0.048
H: -1.158 -3.730 -0.428
H: -0.729 -2.327 -1.389
H: -2.357 -2.511 -0.614
H: 1.959 -0.358 1.343
H: 1.367 -1.610 2.104
C: -1.602 9.126 -0.435
C: -1.051 7.702 -0.473
C: -1.742 6.807 0.591
O: -1.167 5.506 0.549
C: 0.012 5.371 1.323
N: -1.266 7.104 -1.783
H: -1.191 9.711 0.394
H: -2.673 9.081 -0.219
H: -1.395 9.780 -1.280
H: 0.021 7.686 -0.272
H: -2.791 6.702 0.303
H: -1.760 7.215 1.607
H: 0.030 5.991 2.232
H: 0.842 5.936 0.875
H: 0.104 4.296 1.420
H: -2.222 6.823 -1.956
H: -0.679 6.285 -1.875
C: 3.088 -5.852 -5.154
C: 3.676 -4.913 -4.125
C: 3.330 -5.218 -2.662
O: 1.923 -5.125 -2.478
C: 1.600 -4.955 -1.130
N: 5.154 -5.064 -4.323
H: 3.407 -6.884 -5.014
H: 3.189 -5.502 -6.179
H: 2.000 -5.871 -5.014
H: 3.449 -3.858 -4.281
H: 3.868 -4.484 -2.048
H: 3.620 -6.211 -2.300
H: 0.526 -5.001 -0.947
H: 1.967 -4.029 -0.677
H: 1.937 -5.790 -0.502
H: 5.452 -5.946 -3.913
H: 5.548 -4.385 -3.669
C: -2.668 -1.265 -3.969
C: -1.939 -0.309 -4.932
C: -2.799 0.885 -5.302
O: -3.581 0.492 -6.424
C: -4.563 1.431 -6.803
N: -0.696 0.154 -4.299
H: -3.194 -0.790 -3.143
H: -1.901 -1.958 -3.617
H: -3.368 -1.867 -4.550
H: -1.633 -0.824 -5.845
H: -2.277 1.757 -5.720
H: -3.386 1.243 -4.450
H: -4.081 2.404 -6.972
H: -5.340 1.597 -6.054
H: -4.988 1.209 -7.779
H: -0.266 0.791 -4.970
H: 0.000 -0.587 -4.283

## Properties
Max |F|: 3.130 eV/Å
ΔE to the lowest compared entry with this formula, charge and spin: 53.55 kJ/mol
Kohn-Sham gap: 8.78 eV
Calculated total energy: -3408.8583 a.u.